[1]
ORCA calculation (ωB97M-V/def2-TZVPD) on C41H37BF3N11O4RuS as an isolated structure.

Results
Kohn-Sham gap (alpha / beta), Ha: 0.2575 / 0.2453
E, Ha: -3305.35822
HOMO (alpha / beta), hartree: -0.3682 / -0.3841
Net charge: +1
Spin multiplicity: 2
Relative energy (zero: lowest compared OMol25 entry of this formula, charge and spin), kJ/mol: 143.8

Atoms and positions in Å:
Ru  0.221  -0.778  -0.972
S  -5.149  -2.074  -5.753
N  -5.103  -1.018  -4.535
C  -3.839  -0.951  -4.156
C  -3.324  -0.130  -3.063
C  -4.128  0.697  -2.281
C  -3.558  1.404  -1.251
C  -2.193  1.254  -1.020
N  -1.413  0.468  -1.756
C  -1.974  -0.208  -2.772
C  -1.066  -1.096  -3.539
N  0.228  -1.148  -3.142
C  1.053  -1.933  -3.822
C  0.657  -2.702  -4.910
C  -0.662  -2.673  -5.292
C  -1.548  -1.854  -4.595
C  -2.977  -1.785  -4.900
N  -3.591  -2.480  -5.841
H  -5.189  0.760  -2.495
H  -4.144  2.059  -0.619
H  -1.704  1.782  -0.214
H  2.087  -1.941  -3.495
H  1.385  -3.310  -5.428
H  -1.032  -3.274  -6.116
F  -0.218  -3.488  -1.300
C  -0.750  -2.421  -0.619
F  -2.061  -2.375  -1.052
F  -0.853  -2.867  0.669
C  3.115  0.461  -2.024
C  3.220  -0.828  -1.276
N  2.207  -1.485  -0.746
C  2.719  -2.611  -0.127
C  4.062  -2.627  -0.286
N  4.372  -1.498  -1.020
C  5.727  -1.102  -1.404
N  5.756  -0.653  -2.764
N  6.072  0.638  -3.065
N  5.934  0.818  -4.325
C  5.501  -0.380  -4.889
C  5.190  -0.695  -6.216
C  4.774  -1.980  -6.474
C  4.662  -2.940  -5.439
C  4.954  -2.637  -4.127
C  5.385  -1.324  -3.888
H  2.104  0.850  -1.933
H  3.311  0.330  -3.090
H  3.811  1.211  -1.647
H  2.081  -3.311  0.384
H  4.818  -3.322  0.039
H  6.362  -1.977  -1.282
H  6.094  -0.296  -0.774
H  5.280  0.048  -6.998
H  4.529  -2.270  -7.487
H  4.347  -3.946  -5.690
H  4.859  -3.373  -3.338
O  5.692  -0.110  1.624
C  5.104  0.350  2.847
N  4.605  1.678  2.681
C  3.384  2.021  2.160
O  3.185  3.111  1.660
C  2.260  1.045  2.248
C  1.878  0.346  3.418
C  0.770  -0.429  3.381
C  -0.094  -0.490  2.165
N  0.488  0.075  0.939
C  1.517  0.860  1.067
H  6.445  -0.668  1.844
H  5.854  0.358  3.636
H  4.292  -0.311  3.135
H  5.297  2.404  2.548
H  2.458  0.445  4.329
H  0.434  -0.971  4.256
H  -0.428  -1.499  1.966
H  1.846  1.395  0.180
C  -5.465  2.500  6.967
C  -6.041  2.553  5.545
C  -6.747  3.897  5.366
C  -7.081  1.436  5.376
C  -4.906  2.352  4.536
C  -4.602  3.293  3.553
C  -3.546  3.126  2.646
C  -2.814  1.978  2.769
O  -1.711  1.561  2.024
B  -1.369  0.341  2.579
O  -2.198  -0.018  3.626
C  -3.106  1.034  3.727
C  -4.131  1.181  4.619
H  -6.249  2.722  7.695
H  -4.665  3.234  7.092
H  -5.062  1.514  7.206
H  -7.574  3.965  6.076
H  -7.167  4.008  4.363
H  -6.075  4.738  5.557
H  -7.837  1.505  6.164
H  -6.627  0.445  5.437
H  -7.589  1.519  4.412
H  -5.191  4.195  3.477
H  -3.312  3.878  1.903
H  -4.328  0.414  5.359

[2]
ORCA calculation (ωB97M-V/def2-TZVPD) on C41H37BN9Pt as an isolated structure.

Results
Kohn-Sham gap (alpha / beta), Ha: 0.2738 / 0.2407
E, Ha: -2221.48494
HOMO (alpha / beta), hartree: -0.3470 / -0.4009
Net charge: +1
Spin multiplicity: 3
Relative energy (zero: lowest compared OMol25 entry of this formula, charge and spin), kJ/mol: 13.4

Atoms and positions in Å:
Pt  -0.145  -0.170  -0.101
C  -1.836  4.709  -1.703
C  -1.094  3.426  -1.860
C  -0.300  3.014  -2.915
C  0.136  1.728  -2.589
N  -0.348  1.407  -1.393
N  -1.110  2.438  -0.940
B  -2.027  2.292  0.292
N  -1.205  2.093  1.585
N  -0.129  1.272  1.577
C  0.348  1.198  2.820
C  -0.417  2.027  3.642
C  -1.391  2.579  2.825
C  -2.469  3.549  3.167
C  1.494  0.354  3.199
C  2.722  0.484  2.558
C  3.788  -0.325  2.921
C  3.637  -1.258  3.937
C  2.420  -1.374  4.597
C  1.351  -0.571  4.231
N  -2.867  0.992  0.090
N  -2.210  -0.160  -0.196
C  -3.117  -1.142  -0.333
C  -4.382  -0.594  -0.100
C  -4.184  0.752  0.144
C  -5.191  1.822  0.396
C  -2.806  -2.539  -0.685
C  -1.637  -2.923  -1.337
C  -1.378  -4.254  -1.620
C  -2.297  -5.231  -1.266
C  -3.478  -4.862  -0.639
C  -3.730  -3.530  -0.353
C  0.944  0.793  -3.383
C  0.589  -0.551  -3.456
C  1.354  -1.440  -4.194
C  2.477  -0.988  -4.872
C  2.823  0.356  -4.821
C  2.060  1.245  -4.083
H  -1.629  5.350  -2.557
H  -1.535  5.234  -0.796
H  -2.912  4.543  -1.652
H  -0.093  3.554  -3.823
H  -2.741  3.238  0.388
H  -0.254  2.227  4.688
H  -2.464  3.737  4.238
H  -3.452  3.167  2.893
H  -2.324  4.499  2.651
H  2.845  1.229  1.781
H  4.736  -0.222  2.409
H  4.469  -1.887  4.223
H  2.304  -2.092  5.398
H  0.399  -0.668  4.738
H  -5.333  -1.091  -0.167
H  -6.183  1.382  0.457
H  -5.191  2.556  -0.410
H  -4.991  2.349  1.327
H  -0.914  -2.183  -1.662
H  -0.460  -4.525  -2.125
H  -2.099  -6.271  -1.488
H  -4.206  -5.614  -0.366
H  -4.647  -3.265  0.156
H  -0.321  -0.891  -2.975
H  1.064  -2.481  -4.254
H  3.076  -1.681  -5.449
H  3.696  0.710  -5.353
H  2.345  2.287  -4.022
C  4.837  1.927  -1.806
C  4.941  0.545  -1.897
C  3.959  -0.276  -1.368
C  2.849  0.298  -0.751
C  2.736  1.685  -0.665
C  3.733  2.493  -1.185
N  1.854  -0.495  -0.148
N  2.241  -1.672  0.312
C  1.304  -2.288  1.047
C  1.586  -3.466  1.767
C  0.626  -3.991  2.585
C  -0.624  -3.357  2.709
C  -0.867  -2.235  1.966
N  0.062  -1.732  1.132
H  5.617  2.559  -2.212
H  5.798  0.098  -2.382
H  4.039  -1.351  -1.426
H  1.883  2.122  -0.162
H  3.647  3.569  -1.098
H  2.569  -3.901  1.668
H  0.833  -4.887  3.154
H  -1.389  -3.742  3.366
H  -1.812  -1.711  2.001